1.
ORCA calculation (the ωB97M-V functional and the def2-TZVPD basis) on a molecular structure, C27H42CsGeN2O5PS in a non-equilibrium geometry.

**ΔE to the lowest compared entry with this formula, charge and spin**: 46.66 kcal/mol
**Gap between HOMO and LUMO**: 3.9 eV
**Total energy**: -119085.435 eV
**Total charge**: -2
**LUMO level**: 0.1238 hartree
**F_max**: 2.5 eV/A

Each line ends with the Mulliken charge.
CARTESIAN COORDINATES (ANGSTROEM)
Cs -0.335 1.359 -0.239  0.91
C -3.830 -3.550 -1.182  -0.83
N -2.573 -3.664 -1.885  0.21
C -2.516 -4.639 -2.942  -0.99
C -1.625 -2.687 -1.666  0.54
O -1.733 -1.893 -0.761  -0.49
C -0.433 -2.710 -2.622  -0.81
O 0.292 -1.526 -2.471  0.05
C 1.468 -1.525 -3.220  -0.83
C 2.192 -0.195 -3.030  0.48
O 1.712 0.725 -2.415  -0.57
N 3.403 -0.100 -3.658  0.19
C 4.247 1.021 -3.311  -1.10
C 4.098 -1.217 -4.245  -0.87
H -4.067 -4.480 -0.657  0.34
H -4.643 -3.307 -1.871  0.36
H -3.724 -2.744 -0.459  0.00
H -3.219 -5.442 -2.714  0.34
H -1.518 -5.071 -3.013  0.31
H -2.786 -4.214 -3.917  0.31
H -0.783 -2.811 -3.667  0.35
H 0.200 -3.588 -2.385  0.34
H 1.241 -1.667 -4.294  0.35
H 2.129 -2.345 -2.895  0.49
H 3.655 1.713 -2.718  0.32
H 4.607 1.522 -4.214  0.31
H 5.096 0.678 -2.714  0.34
H 3.411 -1.856 -4.794  0.30
H 4.611 -1.808 -3.477  0.27
H 4.846 -0.836 -4.944  0.33
O -3.134 2.909 1.008  -0.80
C -2.140 3.540 0.604  -0.04
O -0.962 3.371 0.985  -0.97
C -2.366 4.668 -0.392  0.57
C -2.347 5.952 0.110  -0.31
C -2.523 7.066 -0.702  -0.63
C -2.704 6.872 -2.062  -0.36
C -2.718 5.596 -2.581  -0.61
C -2.551 4.460 -1.774  0.34
S -2.579 2.913 -2.518  -0.56
H -2.183 6.076 1.173  0.35
H -2.509 8.064 -0.277  0.32
H -2.827 7.728 -2.723  0.31
H -2.848 5.441 -3.648  0.31
C -2.539 -1.799 3.660  -1.41
P -2.008 -0.562 2.355  0.49
C -3.674 -0.086 1.738  -0.60
C -1.665 0.822 3.514  0.38
C -2.656 1.473 4.238  -0.21
C -2.333 2.517 5.083  -0.66
C -1.017 2.931 5.211  -0.44
C -0.022 2.287 4.494  -0.50
C -0.344 1.233 3.658  -0.75
H -3.281 -1.379 4.342  0.39
H -1.665 -2.110 4.230  0.36
H -2.959 -2.673 3.162  0.38
H -4.476 -0.314 2.444  0.36
H -3.849 -0.617 0.803  0.12
H -3.630 0.984 1.523  0.21
H -3.693 1.185 4.127  0.22
H -3.113 3.030 5.636  0.34
H -0.772 3.764 5.855  0.35
H 1.005 2.616 4.569  0.40
H 0.437 0.744 3.094  0.61
C 2.476 -3.062 1.588  -1.09
Ge 3.848 -1.604 1.418  0.34
C 5.318 -2.547 2.573  -1.36
C 4.504 -1.912 -0.480  -0.96
C 3.133 0.148 1.611  -0.78
H 2.877 -4.043 1.330  0.36
H 1.626 -2.866 0.943  0.14
H 2.098 -3.125 2.606  0.36
H 5.521 -3.554 2.217  0.34
H 4.964 -2.626 3.600  0.36
H 6.257 -1.996 2.597  0.37
H 4.901 -2.910 -0.659  0.41
H 5.263 -1.190 -0.776  0.30
H 3.648 -1.769 -1.135  -0.05
H 3.898 0.891 1.341  0.16
H 2.889 0.323 2.669  0.15

---

2.
ORCA calculation (the ωB97M-V functional and the def2-TZVPD basis) on a gas-phase ion, C3H9N4O (charge +1) in a non-equilibrium geometry.

**ΔE to the lowest compared entry with this formula, charge and spin**: 130.60 kcal/mol
**Gap between HOMO and LUMO (spin up / spin down)**: 7.6 / 7.6 eV
**Total energy**: -11252.992 eV
**Total charge**: +1
**LUMO level (spin up / spin down)**: -0.1456 / -0.1456 hartree
**F_max**: 5.2 eV/A

Each line ends with the Mulliken charge.
CARTESIAN COORDINATES (ANGSTROEM)
C 0.010 0.231 -2.681  0.32
C -0.556 0.798 -0.321  -0.53
C -0.178 -0.720 0.605  -0.04
N -0.434 0.612 -1.639  -0.05
N 1.055 -0.772 1.138  -0.81
N -0.011 0.284 -4.017  -0.41
N 1.227 -0.220 2.454  -0.07
O -1.260 -0.497 1.518  -0.60
H -1.585 0.890 -0.308  0.37
H 0.018 1.571 0.053  0.30
H -0.375 -1.384 -0.245  0.55
H -0.095 -0.552 -4.584  0.28
H -0.544 1.056 -4.387  0.26
H 2.181 0.320 2.410  0.38
H 1.563 -0.961 3.096  0.34
H 0.321 0.120 2.706  0.37
H -2.061 -0.783 1.023  0.34

---

3.
ORCA calculation (the ωB97M-V functional and the def2-TZVPD basis) on a molecular structure, C11H4N2O5Tm in a non-equilibrium geometry.

**Gap between HOMO and LUMO (spin up / spin down)**: 5.2 / 5.3 eV
**<S²>**: 2.003
**Total energy**: -54181.717 eV
**Total charge**: +3
**LUMO level (spin up / spin down)**: -0.5571 / -0.5556 hartree
**Spin multiplicity**: 3
**F_max**: 13.1 eV/A

Each line ends with the Mulliken charge.
CARTESIAN COORDINATES (ANGSTROEM)
O -0.018 3.053 -3.216  0.01
C -0.018 1.964 -2.826  0.37
Tm -0.017 -0.411 -1.784  -0.22
O -0.018 -1.896 -4.782  -0.01
C -0.018 -1.425 -3.727  0.50
C -0.015 -2.569 -1.198  0.61
O -0.018 -3.683 -0.795  -0.07
C -2.027 -0.755 -1.855  0.55
O -3.177 -0.832 -1.820  0.02
C 1.992 -0.757 -1.854  0.56
O 3.142 -0.831 -1.820  0.03
N 0.087 1.759 5.405  -0.20
C 0.060 1.400 4.295  -0.44
C 0.028 0.946 2.914  0.86
C -0.714 -0.179 2.571  -0.69
C -0.717 -0.597 1.261  0.15
N -0.020 0.068 0.333  -0.14
C 0.701 1.159 0.639  0.03
C 0.741 1.623 1.931  -0.70
H -1.281 -0.731 3.330  0.51
H -1.299 -1.498 0.975  0.36
H 1.274 1.681 -0.162  0.41
H 1.333 2.512 2.185  0.51

---

4.
ORCA calculation (the ωB97M-V functional and the def2-TZVPD basis) on a molecular structure, C42H49Cl2N3O6P2Sr in a non-equilibrium geometry.

**ΔE to the lowest compared entry with this formula, charge and spin**: 0.00 kcal/mol
**Gap between HOMO and LUMO**: 7.4 eV
**Total energy**: -105568.262 eV
**LUMO level**: -0.0152 hartree
**F_max**: 2.4 eV/A

Each line ends with the Mulliken charge.
CARTESIAN COORDINATES (ANGSTROEM)
Sr -0.191 -0.241 0.872  2.09
C -3.491 0.630 -1.567  -1.48
P -1.659 0.760 -1.716  1.29
C -1.428 -0.463 -3.139  -0.37
N -1.731 -0.084 -4.353  -0.27
C -1.545 -0.961 -5.381  -0.11
C -1.850 -0.555 -6.708  -0.54
C -1.655 -1.419 -7.741  -0.51
C -1.146 -2.731 -7.498  -0.53
C -0.853 -3.131 -6.230  -0.47
C -1.055 -2.237 -5.146  0.11
N -0.775 -2.656 -3.879  -0.18
C -0.946 -1.825 -2.888  -0.08
P -0.591 -2.440 -1.131  2.05
C -2.231 -3.199 -0.767  -1.49
C 0.512 -3.939 -1.366  1.60
C 0.848 -4.423 0.059  -1.90
C -0.069 -5.136 -2.128  -1.78
C 1.804 -3.450 -2.034  -1.67
C -1.389 2.474 -2.397  2.19
C -1.976 2.833 -3.762  -1.93
C 0.125 2.706 -2.416  -1.65
C -2.027 3.410 -1.348  -1.99
H -4.001 0.927 -2.485  0.38
H -3.844 1.246 -0.739  0.41
H -3.757 -0.400 -1.331  0.31
H -2.235 0.447 -6.857  0.47
H -1.887 -1.114 -8.754  0.39
H -0.997 -3.410 -8.329  0.41
H -0.470 -4.121 -6.007  0.45
H -2.566 -3.855 -1.569  0.56
H -2.964 -2.409 -0.600  0.14
H -2.172 -3.763 0.166  0.44
H -0.022 -4.865 0.557  0.37
H 1.239 -3.641 0.710  0.20
H 1.611 -5.207 -0.024  0.57
H -0.998 -5.492 -1.673  0.36
H 0.655 -5.960 -2.060  0.52
H -0.263 -4.924 -3.176  0.13
H 2.262 -2.628 -1.473  0.06
H 1.635 -3.113 -3.060  0.27
H 2.523 -4.279 -2.069  0.57
H -1.414 2.415 -4.596  0.31
H -1.952 3.930 -3.835  0.54
H -3.015 2.511 -3.876  0.25
H 0.646 1.988 -3.060  0.29
H 0.540 2.649 -1.405  -0.24
H 0.325 3.714 -2.801  0.63
H -3.113 3.439 -1.478  0.42
H -1.644 4.423 -1.517  0.51
H -1.788 3.139 -0.320  0.19
O 1.103 0.655 2.589  0.00
C 1.096 2.070 2.921  3.07
C 0.231 2.768 1.823  -0.52
O 0.271 3.989 1.769  -0.78
O -0.465 1.958 1.104  -0.58
C 2.557 2.540 2.977  -0.19
C 3.037 3.699 2.369  0.08
C 4.392 4.029 2.463  -0.92
C 5.280 3.227 3.164  -0.51
C 4.803 2.078 3.787  -1.02
C 3.459 1.750 3.692  -0.69
C 0.348 2.270 4.251  -0.74
C -0.513 1.287 4.725  -0.30
C -1.220 1.466 5.914  -1.02
C -1.073 2.641 6.630  -0.53
C -0.224 3.635 6.151  -0.95
C 0.481 3.453 4.971  -0.23
H 1.475 0.139 3.313  0.05
H 2.349 4.342 1.837  0.65
H 4.750 4.933 1.986  0.46
H 6.328 3.492 3.243  0.43
H 5.476 1.441 4.350  0.43
H 3.120 0.858 4.209  0.36
H -0.662 0.376 4.160  0.30
H -1.889 0.690 6.268  0.50
H -1.619 2.788 7.554  0.40
H -0.117 4.559 6.705  0.40
H 1.131 4.239 4.604  0.46
Cl -4.018 -3.733 6.575  -0.24
C -3.405 -2.956 5.130  0.08
C -4.289 -2.200 4.338  -0.56
C -3.863 -1.578 3.200  0.20
Cl -4.995 -0.664 2.240  -0.23
C -2.504 -1.656 2.762  -0.59
O -2.100 -1.082 1.695  0.46
C -1.637 -2.424 3.594  1.17
C -0.211 -2.575 3.332  -0.59
O 0.434 -2.037 2.433  -0.40
C -2.102 -3.068 4.761  -1.05
H -5.328 -2.113 4.633  0.45
H 0.320 -3.234 4.037  0.21
H -1.406 -3.648 5.363  0.38
C 4.089 2.585 -1.541  -0.94
N 3.404 1.296 -1.510  0.41
C 3.734 0.287 -2.500  -0.86
C 2.500 1.067 -0.557  0.15
O 1.879 0.008 -0.397  -0.56
H 5.137 2.492 -1.254  0.32
H 3.593 3.259 -0.845  0.29
H 4.035 3.011 -2.543  0.34
H 4.786 0.011 -2.421  0.34
H 3.549 0.681 -3.501  0.32
H 3.119 -0.593 -2.340  0.09
H 2.355 1.928 0.109  -0.10

---

5.
ORCA calculation (the ωB97M-V functional and the def2-TZVPD basis) on 11 unconnected molecules or ions with the total composition C37H80F16O29S9 in a non-equilibrium geometry.

**SMILES string**: FC(F)C(F)(F)COC(F)(F)C(F)F.FC(F)C(F)(F)COC(F)(F)C(F)F.CCOS(C)(=O)=O.CCOS(C)(=O)=O.CCOS(C)(=O)=O.CCOS(C)(=O)=O.CCOS(C)(=O)=O.CCOS(C)(=O)=O.CCOS(C)(=O)=O.CCOS(C)(=O)=O.CCOS(C)(=O)=O
**Gap between HOMO and LUMO**: 10.9 eV
**Total energy**: -240034.511 eV
**LUMO level**: 0.0087 hartree
**F_max**: 3.9 eV/A

Each line ends with the Mulliken charge.
CARTESIAN COORDINATES (ANGSTROEM)
C 18.986 16.548 21.148  -1.94
C 18.218 17.093 22.306  1.11
C 16.807 16.531 22.508  0.72
F 16.914 15.189 22.857  -0.26
F 16.146 17.111 23.553  -0.23
F 19.012 16.964 23.371  -0.31
F 17.915 18.447 22.253  -0.34
O 20.274 17.084 21.170  0.42
C 20.670 17.620 19.996  0.88
C 22.133 18.160 19.985  0.05
F 22.469 18.406 18.739  -0.26
F 22.122 19.385 20.535  -0.16
F 20.467 16.733 19.015  -0.12
F 19.844 18.695 19.640  -0.31
H 18.478 16.863 20.218  0.27
H 19.010 15.533 21.215  0.84
H 16.125 16.724 21.733  -0.49
H 22.962 17.643 20.442  -0.01
C 23.856 20.607 16.969  -0.93
C 24.213 22.055 17.430  0.94
C 23.490 22.415 18.783  0.05
F 22.122 22.291 18.642  -0.25
F 23.929 21.580 19.715  -0.21
F 25.510 22.409 17.425  -0.30
F 23.611 22.998 16.515  -0.34
O 24.309 20.387 15.575  -0.37
C 25.005 19.305 15.317  0.96
C 25.358 19.169 13.848  0.11
F 25.963 17.990 13.665  -0.25
F 24.169 19.166 13.123  -0.25
F 26.225 19.267 15.932  -0.31
F 24.258 18.218 15.696  -0.28
H 22.784 20.479 17.136  0.41
H 24.305 19.925 17.656  0.46
H 23.721 23.413 19.093  0.32
H 25.976 19.979 13.511  0.28
O 21.660 9.294 20.239  -0.66
S 20.591 9.807 19.406  1.00
O 19.242 9.672 19.853  -0.62
O 20.977 11.334 19.176  -0.16
C 20.420 12.155 18.108  0.20
C 21.221 13.427 18.143  -1.28
C 20.687 9.119 17.763  -1.03
H 19.330 12.238 18.315  -0.01
H 20.429 11.656 17.157  0.47
H 22.269 13.080 18.045  0.32
H 21.099 13.898 19.109  0.04
H 20.910 14.051 17.342  0.56
H 19.812 9.462 17.197  0.27
H 20.647 8.074 17.889  0.43
H 21.549 9.477 17.258  0.37
O 20.446 18.687 25.775  -0.66
S 20.371 20.005 25.194  1.26
O 20.989 21.052 25.987  -0.68
O 20.996 19.937 23.780  -0.21
C 21.314 21.193 23.072  -0.28
C 20.293 21.481 21.994  -0.86
C 18.704 20.414 24.850  -0.71
H 22.328 20.891 22.677  0.12
H 21.424 21.987 23.818  0.57
H 19.945 20.636 21.382  0.02
H 20.604 22.286 21.317  0.33
H 19.396 21.822 22.465  0.39
H 18.221 20.408 25.852  0.46
H 18.254 19.699 24.198  -0.07
H 18.718 21.467 24.525  0.31
O 21.923 14.885 22.754  -0.60
S 23.087 14.477 22.019  1.27
O 23.168 15.028 20.671  -0.59
O 24.405 14.676 22.958  -0.33
C 24.188 15.600 24.058  -0.33
C 24.587 17.014 23.708  -0.65
C 23.006 12.720 22.072  -0.76
H 24.911 15.188 24.795  0.33
H 23.148 15.563 24.540  0.27
H 25.600 16.987 23.301  0.30
H 24.596 17.619 24.651  0.37
H 23.735 17.447 23.080  -0.01
H 23.358 12.582 23.092  0.39
H 23.615 12.286 21.277  0.34
H 21.989 12.394 21.853  0.01
O 15.418 17.883 19.258  -0.28
S 15.043 18.901 18.336  1.21
O 15.539 20.218 18.531  -0.81
O 15.370 18.388 16.897  -0.18
C 16.626 18.901 16.304  -0.78
C 17.853 18.260 16.798  -0.44
C 13.303 18.748 18.219  -0.93
H 16.534 19.912 16.544  0.64
H 16.559 18.846 15.229  0.01
H 17.786 17.146 16.923  -0.06
H 18.230 18.799 17.690  0.16
H 18.696 18.459 16.151  0.58
H 13.070 17.734 18.245  0.16
H 13.076 19.311 17.298  0.45
H 12.716 19.235 19.030  0.27
O 12.446 17.953 21.224  -0.47
S 12.738 18.835 22.259  1.03
O 11.841 19.937 22.482  -0.76
O 12.747 17.956 23.572  -0.14
C 12.984 18.634 24.850  -0.18
C 13.126 17.494 25.823  -1.21
C 14.442 19.275 22.073  -0.79
H 12.197 19.331 25.103  0.39
H 13.918 19.207 24.836  0.22
H 13.968 16.936 25.548  0.26
H 12.262 16.839 25.991  0.32
H 13.380 17.917 26.834  0.36
H 14.840 19.629 22.931  0.60
H 14.537 19.945 21.300  0.57
H 14.875 18.303 21.795  -0.24
O 17.191 16.506 13.881  -0.44
S 17.031 17.328 12.705  1.14
O 17.067 18.779 12.793  -0.71
O 18.282 17.005 11.794  -0.39
C 19.017 15.775 12.014  0.10
C 20.278 15.997 12.726  -0.93
C 15.603 16.682 11.926  -0.90
H 19.127 15.241 11.069  0.38
H 18.347 15.157 12.588  -0.05
H 20.022 16.365 13.764  0.06
H 20.921 16.769 12.297  0.37
H 20.802 15.013 12.774  0.33
H 14.750 16.804 12.611  0.29
H 15.859 15.673 11.773  0.29
H 15.450 17.179 10.947  0.38
O 12.364 15.256 18.135  -0.65
S 12.148 14.688 19.413  1.41
O 10.915 14.950 20.095  -0.77
O 12.382 13.145 19.369  -0.11
C 11.940 12.270 20.411  -0.33
C 12.150 10.832 19.950  -0.75
C 13.461 15.268 20.392  0.70
H 10.972 12.573 20.762  0.54
H 12.659 12.448 21.235  0.16
H 12.103 10.154 20.780  0.36
H 13.141 10.764 19.438  -0.17
H 11.507 10.386 19.133  0.34
H 14.389 14.676 20.120  -0.32
H 13.121 15.252 21.453  0.39
H 13.667 16.317 20.101  -0.79
O 14.925 12.274 20.734  -0.61
S 16.118 12.379 19.918  0.92
O 16.290 13.501 19.029  -0.37
O 17.351 12.372 20.886  0.04
C 17.472 11.410 21.998  -0.29
C 18.242 12.086 23.101  -0.84
C 16.349 10.846 19.017  -0.55
H 18.045 10.553 21.561  0.15
H 16.417 11.105 22.157  0.48
H 17.944 13.092 23.305  0.01
H 19.322 12.169 22.896  0.15
H 18.044 11.472 23.992  0.41
H 16.903 11.136 18.078  0.11
H 15.337 10.521 18.952  0.15
H 17.019 10.224 19.466  0.31
O 17.392 11.663 15.946  -0.76
S 17.429 12.935 15.263  1.24
O 18.428 13.046 14.230  -0.68
O 15.996 13.191 14.639  -0.29
C 14.723 12.570 15.167  0.03
C 13.708 12.939 14.151  -1.27
C 17.716 14.374 16.271  0.42
H 14.569 12.884 16.198  0.16
H 14.963 11.529 15.246  0.36
H 13.954 12.423 13.129  0.27
H 13.524 13.987 14.016  0.29
H 12.742 12.534 14.481  0.42
H 17.359 15.323 15.823  0.06
H 18.774 14.402 16.475  0.23
H 17.205 14.258 17.277  -0.18

---

The highest F_max belongs to which entry?
C11H4N2O5Tm